1.
Entry from the Open Molecules 2025 dataset: C34H32FN3O4 in the gas phase (wB97M-V/def2-TZVPD).

```
74
Properties=species:S:1:pos:R:3:forces:R:3
C -6.39892 -0.93274 2.48470 0.00 0.01 -0.05
C -5.07850 -1.49446 2.05448 0.10 -0.07 -0.01
C -4.73872 -2.81741 2.30363 -0.03 0.06 -0.01
C -3.51937 -3.32255 1.88706 0.06 -0.01 -0.01
C -2.61466 -2.51660 1.22089 0.04 0.03 0.01
C -2.95369 -1.19508 0.96442 -0.25 -0.21 0.13
N -2.04777 -0.34906 0.27469 0.00 -0.39 0.18
C -1.30176 -0.77635 -0.84264 -0.30 -0.14 -0.30
O -1.32512 -1.87414 -1.33002 0.00 -0.16 0.00
N -0.59426 0.30576 -1.26995 0.17 0.31 0.19
C 0.69445 0.33127 -1.93338 0.19 -0.34 -0.35
C 1.47827 -0.94524 -1.74206 -0.06 -0.17 -0.18
C 2.22955 -1.44591 -2.79735 -0.11 0.03 0.22
C 2.97073 -2.60336 -2.65398 0.09 -0.20 0.10
C 2.93400 -3.26798 -1.44266 -0.08 0.17 -0.01
F 3.64190 -4.40410 -1.29396 -0.04 0.04 -0.02
C 2.19160 -2.79617 -0.37607 0.10 -0.13 -0.08
C 1.47635 -1.62267 -0.52865 0.11 -0.04 -0.22
C 1.40506 1.58039 -1.31301 0.00 0.17 -0.08
C 2.73845 1.22569 -0.66545 -0.35 0.35 -0.27
O 3.77385 1.08698 -1.25621 0.19 0.02 -0.17
N 2.52356 1.10178 0.68883 0.14 -0.05 0.34
C 3.47227 0.76834 1.75976 0.19 -0.09 0.47
C 4.23136 -0.54796 1.56880 -0.04 0.03 -0.26
C 5.49302 -0.44821 0.71521 0.11 -0.12 0.13
C 6.39264 0.67785 1.21088 -0.10 0.04 -0.31
C 5.63324 1.99816 1.15010 0.12 0.03 0.22
C 4.41201 1.94226 2.06257 -0.05 0.02 -0.21
C 1.20897 1.37396 1.04984 -0.08 0.11 -0.25
O 0.73699 1.15324 2.12967 -0.17 0.01 0.16
C 0.52296 2.01553 -0.14645 -0.38 -0.02 0.08
C -0.86878 1.48262 -0.48546 -0.08 0.43 0.10
C -1.69112 2.51872 -1.29417 -0.07 -0.19 0.17
C -3.01778 1.92609 -1.68318 0.04 0.21 -0.15
C -3.10801 1.03864 -2.74840 -0.05 0.06 -0.05
C -4.30992 0.42318 -3.04912 0.00 -0.08 -0.07
C -5.43693 0.69379 -2.29292 -0.09 -0.03 0.00
C -5.36012 1.59224 -1.24258 -0.08 0.01 0.01
C -4.15674 2.20314 -0.93761 -0.01 0.06 -0.04
C -1.78739 0.95459 0.61857 0.40 0.25 -0.01
O -2.25863 1.57884 1.52798 -0.08 0.16 0.04
C -4.17631 -0.68749 1.37460 0.08 -0.08 -0.02
H -7.03968 -0.77869 1.61653 -0.11 0.03 -0.01
H -6.90561 -1.60700 3.17022 -0.07 -0.01 0.05
H -6.26091 0.02980 2.97280 -0.06 0.07 0.06
H -5.43308 -3.45763 2.82828 -0.08 -0.05 0.06
H -3.26682 -4.35293 2.08770 0.03 -0.09 0.01
H -1.66636 -2.90894 0.89193 0.07 -0.02 -0.03
H 0.55269 0.49206 -3.00986 0.12 0.00 0.16
H 2.23972 -0.92353 -3.74186 -0.01 0.06 -0.12
H 3.56161 -2.99613 -3.46563 0.07 -0.07 -0.07
H 2.17576 -3.34542 0.55239 0.03 -0.06 0.09
H 0.90927 -1.24748 0.31185 -0.08 -0.02 0.09
H 1.56364 2.34462 -2.07403 0.05 -0.06 0.10
H 2.80835 0.64081 2.62510 0.17 0.03 -0.26
H 4.51703 -0.88666 2.56806 -0.04 -0.03 0.04
H 3.55699 -1.29286 1.14539 0.01 0.00 0.15
H 5.22801 -0.26153 -0.32389 0.06 -0.09 0.04
H 6.02149 -1.40247 0.76257 0.00 -0.04 -0.02
H 6.70523 0.47998 2.23961 0.09 -0.01 0.07
H 7.28829 0.73529 0.59086 0.08 -0.01 0.06
H 5.32870 2.18488 0.12073 0.04 0.07 0.00
H 6.27703 2.82060 1.46903 -0.01 0.05 -0.04
H 3.84816 2.87667 2.00486 -0.03 0.00 0.11
H 4.75226 1.82675 3.09430 -0.02 0.02 0.06
H 0.51311 3.09513 0.01998 0.03 -0.05 0.00
H -1.12109 2.80565 -2.18001 0.07 0.06 0.01
H -1.84264 3.39402 -0.66119 0.06 0.04 -0.03
H -2.23431 0.82452 -3.34633 0.10 -0.02 -0.06
H -4.36346 -0.27216 -3.87310 -0.01 -0.07 -0.07
H -6.37341 0.20879 -2.52405 -0.08 -0.04 -0.02
H -6.23855 1.81467 -0.65472 -0.08 0.02 0.05
H -4.09506 2.89201 -0.10752 0.02 0.06 0.09
H -4.42311 0.34156 1.16862 0.00 0.09 -0.01
```
Forces are in eV/Å.

Summary:
- Structure (SMILES): Cc1cccc(N2C(=O)N3[C@H](c4ccc(F)cc4)[C@@H]4C(=O)N(C5CCCCC5)C(=O)[C@@H]4[C@]3(Cc3ccccc3)C2=O)c1
- E_tot: -51158.7565 eV
- Orbital gap: 0.340 Ha
- Multiplicity: 1

***

2.
Entry from the Open Molecules 2025 dataset: 2 unconnected molecules or ions with the total composition CH3F2N (wB97M-V/def2-TZVPD).

```
7
Properties=species:S:1:pos:R:3:forces:R:3
C -0.49016 -0.11125 0.17062 2.51 3.04 3.18
N 0.72698 -0.08301 -0.50008 0.29 2.78 1.07
F -1.21733 -1.15332 -0.10738 -0.56 -0.46 0.20
F -1.07023 1.07348 -0.15806 -1.31 -0.14 -0.04
H -0.31657 0.29132 1.78382 -0.61 -1.71 -3.67
H 1.15574 -0.89832 -0.86640 0.52 -0.33 0.05
H 1.21156 0.88111 -0.32252 -0.83 -3.18 -0.80
```
Forces are in eV/Å.

Summary:
- E_tot: -8008.3233 eV
- Orbital gap: 0.391 Ha
- Multiplicity: 1
- ΔE to the lowest compared entry with this formula, charge and spin: 222.9 kJ/mol

***

3.
Entry from the Open Molecules 2025 dataset: a molecular structure, C31H21BaCl2IN4O3SSe (wB97M-V/def2-TZVPD).

```
65
Properties=species:S:1:pos:R:3:forces:R:3
Ba 0.17745 -0.29453 -0.63405 -0.24 0.19 0.50
I 2.86845 -1.30475 1.49312 0.04 0.00 0.00
C 1.97292 -1.04240 3.38803 -0.02 0.01 -0.09
C 2.75826 -1.28351 4.47513 -0.07 0.02 0.07
C 2.20531 -1.10743 5.76432 0.05 -0.02 -0.02
C 0.91202 -0.70010 5.90085 -0.02 0.01 0.00
C 0.09909 -0.44739 4.76667 -0.05 0.02 0.02
C -1.24215 -0.01389 4.91556 0.03 -0.01 0.06
C -2.00432 0.23794 3.81301 0.01 0.01 -0.06
C -1.44995 0.06649 2.52040 -0.05 0.02 0.03
C -0.16104 -0.35807 2.27940 0.13 -0.13 -0.38
C 0.61614 -0.61852 3.45014 0.05 0.02 0.00
H 3.78533 -1.60141 4.36092 0.00 0.00 0.01
H 2.81980 -1.29646 6.63529 0.00 0.00 0.00
H 0.48478 -0.55994 6.88766 -0.01 0.00 -0.01
H -1.64277 0.11249 5.91509 0.00 0.00 0.00
H -3.03108 0.56968 3.92955 0.00 0.00 -0.01
H -2.10309 0.31045 1.67519 -0.05 -0.02 0.04
Se -4.34563 6.52537 1.93428 -0.15 0.21 0.16
N -2.75952 5.87435 2.39454 0.17 -0.07 0.00
C -2.50377 4.88193 1.58472 0.07 -0.02 0.04
C -1.27231 4.09738 1.62471 -0.05 0.05 0.02
C -0.25101 4.35303 2.53851 -0.05 0.04 0.00
C 0.88948 3.58640 2.49279 0.04 -0.04 -0.01
C 0.98103 2.59003 1.52301 -0.02 0.02 -0.02
N 0.02092 2.33612 0.64870 -0.01 0.04 0.03
C -1.10124 3.06219 0.70539 -0.04 -0.10 -0.10
C -2.17766 2.71866 -0.25518 0.23 -0.03 0.16
N -1.97947 1.64341 -1.02783 -0.06 -0.04 -0.18
C -2.89176 1.34487 -1.94169 -0.05 0.04 -0.01
C -4.06545 2.07554 -2.11685 0.01 -0.02 0.00
C -4.29707 3.15260 -1.29294 0.02 0.02 0.01
C -3.33790 3.48675 -0.33722 -0.07 0.06 0.04
C -3.51632 4.59309 0.59882 -0.06 -0.03 -0.05
N -4.57773 5.35391 0.62410 0.02 -0.15 -0.19
H -0.37837 5.14799 3.26144 0.01 -0.01 0.01
H 1.70175 3.74211 3.18843 0.00 -0.01 0.00
H 1.86483 1.96345 1.45958 0.00 0.02 0.02
H -2.67059 0.49823 -2.58192 0.02 0.02 0.01
H -4.77048 1.78636 -2.88320 0.00 0.01 0.00
H -5.19563 3.75085 -1.36726 -0.01 -0.02 -0.01
C 2.00014 -2.28468 -3.94278 -0.06 0.07 -0.03
S 2.06145 -2.98590 -2.29598 -0.27 0.11 0.12
O 0.67973 -2.74237 -1.72348 0.37 0.03 -0.14
C 2.12808 -4.70139 -2.75559 -0.07 -0.09 -0.02
C 3.36088 -5.33315 -2.77104 0.01 -0.02 -0.03
C 3.42842 -6.66834 -3.14682 0.02 0.04 0.02
C 2.26898 -7.35193 -3.47847 -0.04 -0.02 -0.01
C 1.03594 -6.71043 -3.43788 0.03 -0.03 -0.01
C 0.95860 -5.37650 -3.07528 0.01 0.02 0.03
H 1.11430 -2.67162 -4.44519 0.02 -0.01 -0.01
H 2.90958 -2.55118 -4.47938 0.01 -0.01 0.01
H 1.92553 -1.20235 -3.83192 0.01 -0.01 0.01
H 4.25506 -4.79140 -2.48660 0.00 0.00 0.00
H 4.38338 -7.17611 -3.16574 0.00 0.01 0.00
H 2.32360 -8.39545 -3.75970 -0.01 0.00 0.00
H 0.13335 -7.25336 -3.68510 0.01 0.00 0.00
H 0.00676 -4.86373 -3.01653 0.02 0.02 0.01
Cl 1.88718 2.12187 -5.40593 0.00 -0.02 -0.01
C 0.68663 2.47976 -4.14185 -0.13 0.05 -0.04
Cl -0.87881 2.89556 -4.85745 0.01 -0.02 0.03
C 0.61658 1.27698 -3.18484 0.16 -0.10 0.23
O 1.54898 1.25912 -2.33569 -0.14 -0.11 -0.13
O -0.30328 0.44435 -3.28895 0.12 0.00 -0.10
H 1.03767 3.34901 -3.59907 0.06 0.00 -0.03
```
Forces are in eV/Å.

Summary:
- E_tot: -154613.8628 eV
- Orbital gap: 0.231 Ha
- Multiplicity: 1
- ΔE to the lowest compared entry with this formula, charge and spin: 0.0 kJ/mol